Below is C52H50BrCdCl3N2O3P2SSi as an isolated structure at a distorted geometry, with properties calculated with ωB97M-V with the def2-TZVPD basis set.

Geometry as ORCA input:
```
! RIJCOSX wB97M-V def2-TZVPD def2/J DEFGRID3
* xyz 0 1
Cd 1.983 0.370 2.792
C 1.022 -0.017 -6.076
C 0.877 -0.047 -4.752
P 4.264 1.712 2.187
C 5.264 2.302 3.514
C 5.217 3.648 3.948
C 6.142 4.029 4.929
C 6.978 3.104 5.560
C 6.857 1.766 5.252
C 6.033 1.328 4.200
C 5.343 0.889 1.041
C 4.789 0.292 -0.116
C 5.637 -0.026 -1.158
C 6.959 -0.243 -0.903
C 7.481 0.253 0.252
C 6.737 0.898 1.245
P 2.195 -2.138 3.558
C 0.574 -2.697 3.686
C -0.145 -3.524 2.773
C -1.325 -4.148 3.166
C -1.938 -3.816 4.375
C -1.376 -2.827 5.210
C -0.104 -2.408 4.898
C 2.571 -2.968 2.014
C 3.231 -4.221 2.109
C 3.533 -4.886 0.960
C 3.392 -4.275 -0.305
C 2.786 -3.023 -0.387
C 2.335 -2.405 0.725
H 0.541 -0.670 -6.835
H 1.746 0.647 -6.528
H 1.245 0.763 -4.131
H 0.386 -0.884 -4.241
H 4.456 4.323 3.599
H 6.220 5.125 5.223
H 7.674 3.438 6.359
H 7.300 0.966 5.871
H 5.965 0.311 3.923
H 3.707 0.139 -0.286
H 5.163 -0.233 -2.130
H 7.542 -0.797 -1.638
H 8.555 0.010 0.436
H 7.300 1.350 2.042
H 0.210 -3.687 1.754
H -1.779 -4.818 2.442
H -2.913 -4.214 4.573
H -1.965 -2.365 6.025
H 0.486 -1.792 5.616
H 3.431 -4.780 3.018
H 3.923 -5.921 1.007
H 3.891 -4.600 -1.244
H 2.645 -2.592 -1.405
H 1.737 -1.476 0.692
C -0.372 2.534 1.845
Si -0.458 0.658 1.744
C -0.421 0.086 -0.062
C -1.976 -0.129 2.542
H -1.263 2.993 2.197
H -0.103 2.898 0.819
H 0.476 2.788 2.512
H -1.263 0.623 -0.504
H -0.552 -0.976 -0.171
H 0.552 0.397 -0.546
H -1.851 -0.544 3.585
H -2.370 -0.979 1.866
H -2.700 0.674 2.662
Br 1.797 3.929 -2.682
C 2.976 4.930 -1.633
C 3.122 6.224 -1.995
C 4.238 6.932 -1.519
C 5.259 6.293 -0.816
C 4.999 5.018 -0.344
C 3.765 4.446 -0.538
C 3.222 3.287 0.356
O 3.880 3.260 1.583
O 2.303 2.514 0.100
H 2.456 6.639 -2.760
H 4.284 7.988 -1.773
H 6.159 6.780 -0.565
H 5.779 4.450 0.292
Cl -4.322 -3.410 -7.039
C -4.955 -3.042 -5.529
C -4.138 -2.305 -4.628
C -4.675 -1.838 -3.429
C -6.059 -1.835 -3.278
C -6.713 -1.178 -2.041
C -7.005 -2.209 -0.925
N -5.824 -2.795 -0.235
C -5.000 -3.874 -0.582
C -3.971 -3.868 0.348
N -4.133 -2.861 1.284
C -5.257 -2.296 0.894
O -5.873 -0.136 -1.423
C -5.468 1.038 -2.079
C -6.605 2.008 -2.513
C -6.593 2.815 -3.653
Cl -5.288 3.296 -4.628
S -8.085 3.670 -3.943
C -8.720 2.999 -2.507
C -7.884 2.135 -1.868
C -6.822 -2.679 -4.094
Cl -8.505 -3.009 -3.660
C -6.307 -3.309 -5.215
H -3.079 -2.091 -4.842
H -4.058 -1.391 -2.699
H -7.657 -0.685 -2.285
H -7.512 -3.082 -1.350
H -7.712 -1.706 -0.197
H -5.177 -4.525 -1.376
H -3.137 -4.492 0.518
H -5.633 -1.418 1.417
H -4.814 0.710 -2.902
H -4.874 1.659 -1.360
H -9.786 3.186 -2.278
H -8.139 1.513 -1.022
H -6.938 -3.866 -5.916
*
```

- Highest occupied orbital energy: -5.4 eV
- Energy: -7839.2745 a.u.
- Relative energy (zero: lowest compared OMol25 entry of this formula, charge and spin): 346.5 kJ/mol
- LUMO: -0.59 eV
- Kohn-Sham gap: 4.8 eV